Version a
Formula: C3H10N2O
Source: the OMol25 dataset
Level of theory: wB97M-V/def2-TZVPD

- Net charge: 0

Last column: Mulliken charge in e.
Atoms and positions in Å:
O1 0.944 1.477 0.720  -0.642
N1 -2.011 -0.677 0.070  -0.473
N2 2.053 1.343 -0.165  -0.542
C1 0.557 -1.306 -0.344  -1.090
C2 -0.376 -0.511 0.500  0.473
C3 -1.020 0.657 0.011  -0.270
H1 -0.309 -0.615 1.573  0.317
H2 -2.723 -0.724 0.789  0.243
H3 -2.237 -1.172 -0.784  0.234
H4 1.483 -0.711 -0.407  0.306
H5 -0.876 0.957 -1.015  0.219
H6 0.749 -2.293 0.076  0.319
H7 -1.395 1.402 0.694  0.247
H8 2.896 1.415 0.409  0.170
H9 0.184 -1.416 -1.366  0.297
H10 2.079 2.173 -0.761  0.193

---

Version b
Formula: C3H10N2O
Source: the OMol25 dataset
Level of theory: wB97M-V/def2-TZVPD

- SMILES: [H]/N=C\N.CCO
- Net charge: 0

Last column: Mulliken charge in e.
Atoms and positions in Å:
O1 0.454 -1.162 -0.571  -0.555
N1 -0.447 2.350 -1.256  -0.569
N2 1.479 1.309 -0.393  -0.701
C1 -0.243 -1.870 0.419  -0.252
C2 0.633 1.462 -1.341  0.272
C3 -0.547 -1.119 1.682  -1.060
H1 0.317 -0.604 2.091  0.311
H2 2.179 2.007 -0.263  0.194
H3 0.260 -2.819 0.656  0.267
H4 0.995 -0.382 -0.303  0.409
H5 -1.016 -1.854 2.348  0.370
H6 -0.941 2.280 -0.385  0.245
H7 -1.036 2.284 -2.077  0.276
H8 0.483 0.803 -2.203  0.276
H9 -1.398 -0.430 1.612  0.253
H10 -1.170 -2.254 -0.016  0.265

---

Version c
Formula: C3H10N2O
Source: the OMol25 dataset
Level of theory: wB97M-V/def2-TZVPD

- SMILES: NCCNCO
- Net charge: 0

Last column: Mulliken charge in e.
Atoms and positions in Å:
O1 -0.324 -2.091 -1.668  -0.535
N1 -1.104 1.268 1.953  -0.648
N2 1.088 -0.264 -0.927  -0.292
C1 0.731 0.696 0.204  -0.640
C2 -0.502 0.214 1.072  -0.118
C3 0.114 -0.742 -1.922  -0.278
H1 -0.823 1.209 2.917  0.253
H2 0.482 -0.843 -3.003  0.205
H3 1.664 0.751 0.800  0.304
H4 1.801 -0.964 -0.707  0.247
H5 0.400 1.676 -0.102  0.338
H6 -1.486 -0.116 0.449  0.148
H7 -0.176 -0.546 1.859  0.227
H8 -0.462 -2.280 -0.762  0.312
H9 -0.651 2.078 1.682  0.203
H10 -0.752 -0.048 -1.844  0.275

---

Energies relative to the minimum, kcal/mol: version a 85.3; version b 9.2; version c 0.0

---

Version a
Formula: C3H10N2O
Source: the OMol25 dataset
Level of theory: wB97M-V/def2-TZVPD

- SMILES: [H]/N=C\N.CCO
- Net charge: 0

Last column: Mulliken charge in e.
Atoms and positions in Å:
O1 -3.532 -0.798 0.622  -0.529
N1 2.777 -0.904 -0.710  -0.452
N2 3.745 1.045 0.348  -0.581
C1 -2.949 0.299 -0.082  -0.223
C2 -1.445 0.339 0.170  -0.848
C3 3.209 -0.103 0.346  0.115
H1 -0.920 0.176 -0.768  0.232
H2 2.076 -1.539 -0.373  0.221
H3 3.182 -0.578 1.326  0.280
H4 4.430 1.248 -0.368  0.212
H5 -1.189 -0.406 0.926  0.277
H6 -4.456 -0.834 0.452  0.282
H7 -3.333 1.295 0.208  0.238
H8 -3.262 0.180 -1.118  0.290
H9 2.929 -0.698 -1.678  0.212
H10 -1.262 1.277 0.698  0.275

---

Version b
Formula: C3H10N2O
Source: the OMol25 dataset
Level of theory: wB97M-V/def2-TZVPD

- SMILES: C[C@](N)(O)CN
- Net charge: 0

Last column: Mulliken charge in e.
Atoms and positions in Å:
O1 -1.303 -0.212 0.646  -0.671
N1 0.537 1.314 0.995  -0.706
N2 -1.058 -0.097 -1.917  -0.669
C1 0.964 -1.074 1.000  -1.616
C2 0.330 0.117 -1.161  -0.993
C3 0.201 0.079 0.361  1.438
H1 0.032 2.090 0.583  0.260
H2 2.046 -0.973 0.861  0.356
H3 -1.897 0.497 0.360  0.303
H4 0.977 -0.680 -1.534  0.306
H5 0.279 1.263 1.978  0.254
H6 0.755 -1.136 2.073  0.390
H7 -1.686 0.687 -1.754  0.240
H8 -1.521 -0.923 -1.531  0.314
H9 0.701 1.076 -1.531  0.420
H10 0.643 -2.028 0.571  0.374

---

Version c
Formula: C3H10N2O
Source: the OMol25 dataset
Level of theory: wB97M-V/def2-TZVPD

- SMILES: NCC[C@@H](N)O
- Net charge: 0

Last column: Mulliken charge in e.
Atoms and positions in Å:
O1 0.511 0.872 -1.279  -0.546
N1 1.636 0.146 1.379  -0.581
N2 -1.760 1.160 -0.503  -0.698
C1 -0.580 0.099 -0.924  0.092
C2 -0.592 -0.754 0.273  -0.586
C3 1.033 -0.983 0.722  -0.663
H1 -0.973 -0.421 -1.799  0.429
H2 1.646 -1.324 -0.115  0.321
H3 1.059 0.474 2.149  0.253
H4 -2.226 1.513 -1.337  0.222
H5 -1.119 -0.440 1.175  0.337
H6 -0.955 -1.753 0.025  0.231
H7 1.733 0.924 0.729  0.271
H8 0.982 0.406 -1.987  0.336
H9 -1.375 1.904 0.073  0.217
H10 0.980 -1.822 1.420  0.364

---

Energies relative to the minimum, kcal/mol: version a 24.1; version b 0.0; version c 17.0

---

Version a
Formula: C3H4F2
Source: the OMol25 dataset
Level of theory: wB97M-V/def2-TZVPD

- SMILES: C/C(F)=C/F
- Net charge: 0

Last column: Mulliken charge in e.
Atoms and positions in Å:
F1 1.686 -0.254 0.633  -0.252
F2 1.080 -1.710 -1.654  -0.226
C1 0.148 -0.880 -1.149  -0.212
C2 -0.555 0.712 0.814  -1.040
C3 0.421 -0.129 0.153  0.472
H1 -0.714 1.522 0.226  0.325
H2 -0.636 -0.786 -1.919  0.298
H3 -1.460 0.355 1.268  0.298
H4 0.030 1.170 1.627  0.337

---

Version b
Formula: C3H4F2
Source: the OMol25 dataset
Level of theory: wB97M-V/def2-TZVPD

- Net charge: 0

Last column: Mulliken charge in e.
Atoms and positions in Å:
F1 1.636 1.447 0.947  -0.249
F2 0.571 -0.414 1.635  -0.234
C1 0.827 0.920 -0.085  -0.176
C2 0.352 -0.181 0.379  0.383
C3 -0.853 -0.710 -0.286  -0.637
H1 -1.912 0.081 0.180  0.198
H2 -0.466 -0.340 -1.409  0.219
H3 1.060 1.139 -1.279  0.225
H4 -1.214 -1.942 -0.080  0.271

---

Version c
Formula: C3H4F2
Source: the OMol25 dataset
Level of theory: wB97M-V/def2-TZVPD

- SMILES: C=CC(F)F
- Net charge: 0

Last column: Mulliken charge in e.
Atoms and positions in Å:
F1 2.117 -0.742 -0.187  -0.275
F2 1.320 1.306 0.001  -0.229
C1 1.027 0.016 0.218  0.336
C2 -0.212 0.055 -0.481  -0.129
C3 -1.371 -0.084 0.088  -0.588
H1 -1.404 -0.407 1.185  0.200
H2 -0.021 0.347 -1.509  0.245
H3 -2.318 -0.156 -0.597  0.232
H4 0.862 -0.335 1.280  0.209

---

Energies relative to the minimum, kcal/mol: version a 18.3; version b 63.4; version c 0.0

---

Version a
Formula: C5H6N2
Source: the OMol25 dataset
Level of theory: wB97M-V/def2-TZVPD

- SMILES: N#C[C@@H]1C=CCN1
- Net charge: 0

Last column: Mulliken charge in e.
Atoms and positions in Å:
N1 -0.303 -1.130 -0.314  -0.450
N2 3.036 -0.519 0.570  -0.446
C1 0.588 -0.111 -0.842  0.273
C2 2.106 -0.066 0.048  0.102
C3 -1.076 -0.478 0.710  -0.449
C4 -1.133 0.994 0.258  -0.415
C5 -0.162 1.133 -0.655  -0.535
H1 0.926 -0.354 -1.907  0.268
H2 -1.906 1.644 0.511  0.457
H3 0.331 2.125 -0.834  0.290
H4 -2.164 -0.907 0.743  0.314
H5 -0.512 -0.411 1.671  0.282
H6 0.269 -1.919 0.039  0.310

---

Version b
Formula: C5H6N2
Source: the OMol25 dataset
Level of theory: wB97M-V/def2-TZVPD

- Net charge: 0

Last column: Mulliken charge in e.
Atoms and positions in Å:
N1 0.416 -1.027 -0.575  -1.157
N2 0.442 0.217 -0.463  0.842
C1 1.666 1.047 -0.358  -0.400
C2 0.891 2.166 -0.357  -0.562
C3 -0.332 1.276 -0.374  -0.053
C4 -0.679 -1.781 -0.187  -0.037
C5 -1.302 -1.603 0.977  -0.760
H1 2.663 0.841 0.029  0.347
H2 -0.762 -0.957 1.662  0.270
H3 -0.885 -2.504 -0.948  0.373
H4 -1.392 1.557 -0.581  0.356
H5 -1.992 -2.299 1.296  0.334
H6 1.266 3.068 -0.120  0.447

---

Energies relative to the minimum, kcal/mol: version a 0.0; version b 96.2

---

Version a
Formula: C5H6N2
Source: the OMol25 dataset
Level of theory: wB97M-V/def2-TZVPD

- Net charge: 0

Last column: Mulliken charge in e.
Atoms and positions in Å:
N1 0.582 -1.124 0.604  -0.510
N2 -2.243 0.212 -1.421  -0.573
C1 0.738 1.013 0.402  -0.468
C2 0.932 -0.197 -0.521  -0.027
C3 -0.325 -0.834 -0.939  -0.192
C4 -1.573 -0.210 -0.504  0.092
C5 0.180 -0.053 1.318  -0.387
H1 1.699 1.401 0.752  0.276
H2 0.101 1.831 0.053  0.284
H3 -1.512 0.021 0.666  0.283
H4 1.844 -0.380 -1.087  0.391
H5 -0.317 -1.616 -1.690  0.406
H6 -0.106 -0.065 2.366  0.425

---

Version b
Formula: C5H6N2
Source: the OMol25 dataset
Level of theory: wB97M-V/def2-TZVPD

- SMILES: C#C/C=N\N1CC1
- Net charge: 0

Last column: Mulliken charge in e.
Atoms and positions in Å:
N1 0.633 0.147 -0.345  -0.298
N2 -0.164 -0.106 0.870  -0.258
C1 2.045 0.032 0.423  -0.337
C2 -3.142 -0.988 -1.401  -0.134
C3 -1.188 -0.774 0.584  -0.269
C4 1.592 1.444 -0.043  -0.385
C5 -2.200 -0.922 -0.547  -0.142
H1 -1.403 -1.390 1.573  0.248
H2 1.816 1.912 -0.937  0.277
H3 1.056 2.065 0.727  0.254
H4 2.019 -0.232 1.553  0.266
H5 -3.748 -0.841 -2.162  0.481
H6 2.685 -0.347 -0.296  0.296

---

Version c
Formula: C5H6N2
Source: the OMol25 dataset
Level of theory: wB97M-V/def2-TZVPD

- SMILES: [H]/N=C/C#C.C=C=N
- Net charge: 0

Last column: Mulliken charge in e.
Atoms and positions in Å:
N1 -2.352 1.076 -0.444  -0.531
N2 1.166 0.844 -1.443  -0.545
C1 -1.068 -0.877 -0.127  -0.462
C2 -1.567 0.454 0.307  -0.137
C3 2.076 -0.066 0.706  -0.978
C4 -0.584 -1.966 -0.079  0.102
C5 1.501 0.390 -0.359  0.542
H1 0.193 0.746 -1.539  0.387
H2 -2.609 2.017 -0.247  0.243
H3 2.426 -1.012 0.718  0.336
H4 2.103 0.535 1.547  0.282
H5 -1.079 0.788 1.260  0.340
H6 -0.206 -2.929 -0.301  0.423

---

Version d
Formula: C5H6N2
Source: the OMol25 dataset
Level of theory: wB97M-V/def2-TZVPD

- SMILES: C1=C[C@H]2N=NC[C@@H]12
- Net charge: 0

Last column: Mulliken charge in e.
Atoms and positions in Å:
N1 0.872 -1.142 -1.054  -0.241
N2 1.540 -0.123 -0.936  -0.330
C1 -1.420 -0.483 -0.559  -0.460
C2 1.253 0.748 0.166  -0.484
C3 -1.227 0.680 0.091  -0.510
C4 -0.123 -1.202 -0.105  -0.103
C5 -0.013 0.238 0.877  -0.128
H1 1.073 1.723 -0.402  0.295
H2 -0.397 -2.074 0.430  0.441
H3 -2.009 -0.816 -1.427  0.338
H4 -1.512 1.693 0.135  0.450
H5 -0.109 0.023 1.988  0.397
H6 2.071 0.736 0.794  0.337

---

Energies relative to the minimum, kcal/mol: version a 47.1; version b 68.6; version c 13.6; version d 0.0

---

Version a
Formula: C5H6N2
Source: the OMol25 dataset
Level of theory: wB97M-V/def2-TZVPD

- SMILES: [H]/N=C/C(C)=N/C#C
- Net charge: 0

Last column: Mulliken charge in e.
Atoms and positions in Å:
N1 -0.332 -0.230 -1.113  -0.367
N2 2.505 0.876 0.287  -0.531
C1 -2.972 -0.749 -1.330  -0.106
C2 1.783 0.190 -0.465  -0.156
C3 -1.861 -0.386 -1.005  -0.482
C4 -0.168 0.164 1.385  -1.130
C5 0.230 -0.035 -0.023  0.762
H1 -0.811 -0.657 1.701  0.363
H2 3.487 0.957 0.025  0.246
H3 2.089 -0.337 -1.374  0.383
H4 0.713 0.251 2.016  0.326
H5 -0.739 1.091 1.458  0.284
H6 -3.923 -1.138 -1.564  0.411

---

Version b
Formula: C5H6N2
Source: the OMol25 dataset
Level of theory: wB97M-V/def2-TZVPD

- SMILES: N#CC1CC(=N)C1
- Net charge: 0

Last column: Mulliken charge in e.
Atoms and positions in Å:
N1 3.564 -0.482 -0.412  -0.435
N2 -1.655 1.255 -0.736  -0.599
C1 -0.647 0.642 -0.366  0.321
C2 0.999 -0.759 0.070  0.242
C3 2.421 -0.465 -0.181  -0.021
C4 0.342 0.509 0.831  -0.655
C5 0.036 -0.484 -1.060  -0.830
H1 1.094 1.315 0.763  0.351
H2 -0.235 0.189 1.726  0.301
H3 0.942 -1.749 0.431  0.410
H4 -0.565 -1.287 -1.165  0.294
H5 0.346 -0.248 -2.028  0.390
H6 -2.221 1.886 -0.248  0.232

---

Version c
Formula: C5H6N2
Source: the OMol25 dataset
Level of theory: wB97M-V/def2-TZVPD

- SMILES: C=CC/N=C\C#N
- Net charge: 0

Last column: Mulliken charge in e.
Atoms and positions in Å:
N1 -0.429 0.467 1.054  -0.394
N2 2.562 -1.324 1.646  -0.387
C1 -0.858 -0.662 0.247  -0.481
C2 -1.158 0.032 -1.071  -0.107
C3 -0.191 0.567 -1.809  -0.618
C4 0.778 0.568 1.415  -0.063
C5 1.761 -0.506 1.440  0.319
H1 -2.205 0.260 -1.267  0.286
H2 -0.413 1.127 -2.712  0.261
H3 0.863 0.502 -1.529  0.214
H4 -1.750 -1.118 0.689  0.284
H5 -0.095 -1.447 0.120  0.345
H6 1.133 1.532 1.779  0.339

---

Energies relative to the minimum, kcal/mol: version a 39.6; version b 3.8; version c 0.0